{"formula": "C37H22Cl5N9O3Tl", "method": "ωB97M-V/def2-TZVPD", "species": ["Tl", "O", "C", "C", "C", "C", "C", "C", "C", "O", "N", "N", "C", "C", "C", "C", "C", "C", "N", "H", "H", "H", "H", "H", "H", "H", "H", "H", "H", "C", "C", "N", "C", "C", "N", "C", "C", "C", "C", "C", "N", "C", "C", "N", "C", "C", "N", "C", "C", "C", "N", "C", "C", "H", "H", "H", "H", "H", "H", "H", "H", "H", "H", "H", "H", "Cl", "C", "C", "Cl", "C", "Cl", "C", "O", "C", "Cl", "C", "Cl"], "coordinates": [[-0.134664, -0.057432, 0.003850], [-2.102428, -3.680119, -3.942170], [-3.084557, -2.777837, -3.806596], [-4.253020, -3.005905, -4.537784], [-5.311892, -2.130417, -4.456768], [-5.242460, -0.997842, -3.642418], [-4.097498, -0.766287, -2.918466], [-3.000309, -1.639105, -2.981364], [-1.817200, -1.322136, -2.173082], [-1.844777, -0.278185, -1.435357], [-0.776874, -2.173987, -2.248374], [0.250424, -1.794246, -1.477197], [1.326205, -2.469522, -1.389312], [2.413946, -1.950425, -0.539649], [3.601328, -2.656309, -0.414823], [4.618432, -2.135321, 0.368801], [4.424616, -0.919027, 1.001385], [3.208831, -0.277846, 0.831362], [2.231381, -0.774348, 0.082622], [-1.352435, -3.401844, -3.375247], [-4.294264, -3.888092, -5.161787], [-6.207363, -2.326830, -5.032064], [-6.077095, -0.313619, -3.583308], [-4.015882, 0.102795, -2.280527], [1.456698, -3.401335, -1.931781], [3.713036, -3.604544, -0.923006], [5.550078, -2.672305, 0.484522], [5.191549, -0.473984, 1.618129], [3.012486, 0.670957, 1.317487], [2.634860, 1.540291, -3.458460], [1.669403, 0.820179, -2.767667], [1.096494, 1.327104, -1.685901], [1.451025, 2.543291, -1.283764], [2.447583, 3.235003, -1.967362], [3.035562, 2.735256, -3.044737], [0.705734, 3.102929, -0.119809], [0.821701, 4.429688, 0.258853], [0.057074, 4.910599, 1.316713], [-0.838209, 4.035151, 1.920795], [-0.917374, 2.723013, 1.485569], [-0.129340, 2.270324, 0.507806], [-1.939777, 1.782209, 2.006103], [-2.781609, 2.050061, 3.079614], [-3.737805, 1.205180, 3.443672], [-3.886817, 0.099494, 2.729342], [-3.040301, -0.195608, 1.664180], [-2.066036, 0.639884, 1.340152], [0.165772, 6.315199, 1.765222], [0.326840, 7.352299, 0.853666], [0.417280, 8.650614, 1.332441], [0.369024, 8.960911, 2.623582], [0.219377, 7.966026, 3.491170], [0.107561, 6.635219, 3.116795], [3.095259, 1.138986, -4.351992], [1.357132, -0.167255, -3.081595], [2.789553, 4.207749, -1.639363], [1.502859, 5.092037, -0.253770], [-1.498220, 4.399218, 2.693487], [-2.684845, 2.948827, 3.674076], [-4.680600, -0.581820, 3.010401], [-3.135755, -1.105696, 1.083709], [0.348446, 7.168339, -0.212710], [0.530394, 9.478992, 0.643140], [0.189043, 8.241992, 4.538599], [0.008121, 5.867389, 3.873201], [-2.838444, -1.534254, 6.615395], [-1.992061, -1.614216, 5.125496], [-1.020691, -0.662947, 4.818413], [-0.675594, 0.606437, 5.924058], [-0.343854, -0.734161, 3.607533], [0.871469, 0.435937, 3.203552], [-0.646241, -1.692479, 2.636282], [-0.095234, -1.718171, 1.452809], [-1.619276, -2.656505, 2.978380], [-2.047599, -3.793407, 1.758948], [-2.276091, -2.623936, 4.200084], [-3.491946, -3.782217, 4.548381]], "forces_ev_per_angstrom": [[-0.1838, -0.0930, 0.0003], [-0.0173, -0.0006, -0.0272], [0.0202, -0.0174, -0.0006], [-0.0141, 0.0017, -0.0050], [0.0109, -0.0160, -0.0017], [0.0032, 0.0117, 0.0096], [-0.0101, 0.0156, 0.0028], [0.0544, -0.0065, -0.0126], [-0.0320, 0.0167, 0.1282], [0.0856, -0.1469, -0.0315], [-0.0403, 0.0528, -0.0881], [0.0454, -0.0380, 0.1028], [-0.0261, 0.1615, 0.0967], [-0.0108, 0.0158, 0.0091], [-0.0049, -0.0312, -0.0002], [-0.0072, -0.0055, 0.0019], [0.0011, -0.0113, -0.0173], [0.0388, 0.0473, -0.0064], [-0.0420, -0.0800, -0.0363], [0.0016, 0.0109, 0.0294], [0.0007, -0.0006, -0.0035], [-0.0012, -0.0011, -0.0012], [-0.0002, 0.0021, 0.0024], [-0.0002, 0.0066, -0.0042], [0.0225, -0.0033, -0.0076], [0.0173, 0.0009, -0.0055], [-0.0015, -0.0079, -0.0085], [-0.0028, 0.0053, 0.0108], [0.0076, -0.0226, -0.0209], [-0.0094, 0.0027, 0.0122], [0.0032, 0.0304, -0.0112], [-0.0423, -0.0096, -0.0497], [0.0064, 0.0121, 0.0233], [-0.0363, 0.0119, 0.0515], [0.0194, 0.0021, -0.0239], [0.0143, -0.0341, -0.0099], [0.0343, -0.0280, -0.0059], [-0.0056, -0.0406, -0.0086], [-0.0187, 0.0176, -0.0017], [0.0502, 0.1137, 0.0386], [0.1574, 0.0099, -0.0416], [-0.0700, -0.0584, 0.1022], [0.0781, 0.0153, -0.0287], [-0.0709, -0.0165, 0.0338], [0.0466, -0.0105, -0.0476], [0.0163, -0.0442, 0.0690], [-0.0537, -0.0883, -0.1566], [0.0019, 0.0496, 0.0216], [-0.0059, -0.0266, -0.0102], [-0.0013, -0.0022, -0.0077], [0.0043, 0.0310, 0.0031], [-0.0048, -0.0182, 0.0077], [0.0104, -0.0178, -0.0077], [0.0064, 0.0034, -0.0032], [-0.0062, 0.0010, -0.0122], [0.0115, 0.0017, -0.0121], [-0.0051, 0.0051, 0.0020], [-0.0112, -0.0139, 0.0099], [0.0100, 0.0091, -0.0029], [-0.0021, 0.0157, 0.0138], [0.0233, -0.0042, 0.0048], [0.0041, -0.0019, -0.0018], [-0.0002, 0.0020, -0.0011], [0.0007, 0.0009, 0.0011], [-0.0018, -0.0022, 0.0019], [-0.0141, -0.0103, 0.0173], [0.0789, 0.0526, -0.0213], [-0.0778, -0.0887, 0.0637], [0.0205, 0.0098, -0.0053], [0.0517, 0.1647, 0.0396], [-0.0450, -0.0027, 0.0313], [-0.1822, -0.3595, -0.0497], [0.1191, 0.2920, -0.1241], [-0.0282, 0.1414, -0.0739], [0.0036, -0.0085, 0.0611], [0.0076, 0.0396, -0.0170], [-0.0024, -0.0155, 0.0105]], "relative_energy_kcal_mol": 0.0, "multiplicity": 1, "lumo_energy_ha": -0.1528, "e_homo_ha": -0.382, "total_energy_ev": -125579.980, "gap_ev": 6.24, "total_charge": 1, "fmax_ev_per_a": 0.41}